DFT (ωB97M-V/def2-TZVPD) results for BrH2OP as an isolated structure at a distorted geometry.

Each line ends with the Löwdin charge.
Element x y z (Å)
O 1.12013 0.33308 -0.92689  -0.482
P -0.51876 -0.98447 -0.05108  0.485
Br -2.17360 0.43402 0.09724  0.171
H 1.38589 1.03566 -0.20595  0.017
H 0.18635 -0.81829 1.08669  -0.191

Its HOMO energy is -10.354 eV. As for the maximum force: 4.50 eV/A. The HOMO-LUMO gap comes out at 0.3404 Ha. Its relative energy (zero: lowest compared OMol25 entry of this formula, charge and spin) is 51.6 kcal per mole. The calculation puts the electronic energy at -81409.40892 eV.

***

DFT (ωB97M-V/def2-TZVPD) results for one molecule with the formula C7H11PS2 at a distorted geometry.

Each line ends with the Löwdin charge.
Element x y z (Å)
C 0.25649 0.20481 0.50111  -0.404
C -0.98893 0.16155 -2.12966  0.146
C -1.00349 -0.20159 0.27879  -0.319
C -1.61297 -0.13624 -1.07197  -0.356
C -1.88339 -0.53688 1.46637  -0.058
C -3.10544 -0.61632 -1.26212  -0.054
C 4.30155 0.99788 0.76252  -0.508
P 1.65865 0.53430 -0.58479  0.325
S 2.57348 -1.28539 -0.78460  0.157
S 2.71055 1.91500 0.84564  0.489
H 0.46970 0.32264 1.50481  0.026
H -0.67559 0.18002 -3.15055  0.059
H -1.53638 -1.59514 1.88557  0.131
H -2.94716 -0.72948 1.21770  0.059
H -1.74351 0.25626 2.22835  0.089
H -3.85281 0.23732 -0.99114  0.118
H -3.26299 -1.52369 -0.69759  0.059
H -3.15053 -0.85612 -2.32818  0.065
H 4.93093 1.37140 -0.07369  0.049
H 3.97271 -0.02311 0.80164  -0.076
H 4.88912 1.32277 1.58182  0.004

Its HOMO energy (alpha / beta) is -7.956 / -8.235 eV. As for the maximum force: 3.29 eV/A. The HOMO-LUMO gap (alpha / beta) comes out at 0.2164 / 0.2936 Ha. Its relative energy (zero: lowest compared OMol25 entry of this formula, charge and spin) is 81.0 kcal per mole. The calculation puts the electronic energy at -38392.02799 eV.

***

DFT (ωB97M-V/def2-TZVPD) results for a 2-piece molecular cluster, C3H11NOS overall at a distorted geometry.

Each line ends with the Löwdin spin population.
Element x y z (Å)
C 0.36790 0.58696 -0.51160  0.090
C -0.76939 -0.35705 -0.88884  0.025
C -0.21885 -1.73106 -1.20784  0.029
S -1.48835 -2.98601 -1.79417  0.086
N -0.14273 1.87627 -0.07900  0.029
H 0.93361 0.74903 -1.45603  0.009
H 1.06087 0.24427 0.25551  0.054
H -1.45402 -0.43732 -0.03812  0.014
H -1.32099 0.14305 -1.68433  0.002
H 0.36828 -2.19760 -0.42488  0.026
H 0.42145 -1.63002 -2.09056  0.004
H -0.77195 -3.99576 -1.38638  0.005
H -0.43422 2.45416 -0.86368  0.006
H 0.43000 2.40960 0.56392  0.032
H 1.10883 2.26554 4.38599  0.091
H 0.83177 0.83953 3.65662  0.129
O 1.07781 1.76642 3.56338  0.369

Its HOMO energy (alpha / beta) is 1.154 / -5.780 eV. As for the maximum force: 1.91 eV/A. The expectation value of S² is 0.750. The HOMO-LUMO gap (alpha / beta) comes out at 0.0634 / 0.3192 Ha. Its relative energy (zero: lowest compared OMol25 entry of this formula, charge and spin) is 16.7 kcal per mole. Its spin multiplicity is 2. The calculation puts the electronic energy at -17660.59880 eV. As for the net charge: -1.

***

DFT (ωB97M-V/def2-TZVPD) results for C22H23FeGe2NO4SbSe4 as an isolated structure at a distorted geometry.

Each line ends with the Löwdin spin population.
Element x y z (Å)
Fe -2.25689 1.12537 0.44877  3.243
Se -5.35805 2.37319 0.38785  0.043
Sb -3.13031 3.28727 0.73260  0.151
Se -2.03844 0.85898 2.57719  0.750
Se -1.84151 2.19020 -1.44711  0.376
Se -3.33318 5.76731 0.78865  0.233
C 3.12156 -0.08349 1.31807  -0.002
Ge 1.28725 -0.71522 0.88708  -0.001
C 1.60263 -2.09167 -0.49859  0.000
C 0.56208 -1.55793 2.52330  0.022
Ge 0.05843 1.27462 0.00398  0.014
C 1.44361 1.66523 -1.37951  0.015
C 1.38774 1.18000 -2.68344  0.004
C 2.42101 1.42456 -3.57928  0.001
C 3.53577 2.14648 -3.17980  -0.001
C 3.61443 2.62288 -1.87827  0.001
C 2.57327 2.38591 -0.99139  0.000
C 0.44141 2.89299 1.15573  0.013
C 0.22532 4.19122 0.70559  0.003
C 0.41176 5.28044 1.54928  0.003
C 0.81037 5.07661 2.86084  -0.002
C 1.04293 3.78814 3.32021  0.004
C 0.84991 2.70669 2.47413  0.005
H 3.68666 -0.91407 1.75106  0.000
H 3.13283 0.74721 2.02362  0.000
H 3.62490 0.23140 0.40431  0.000
H 1.86429 -3.03645 -0.01407  0.000
H 2.43851 -1.76930 -1.12149  0.000
H 0.74150 -2.25079 -1.13859  0.000
H 1.07332 -2.51033 2.69185  0.002
H -0.50783 -1.73988 2.44175  0.015
H 0.71833 -0.90581 3.38164  0.004
H 0.52177 0.60810 -2.99743  0.003
H 2.35778 1.04956 -4.59510  0.000
H 4.34365 2.33878 -3.87722  0.000
H 4.48674 3.17793 -1.55129  0.000
H 2.63447 2.77887 0.01551  0.000
H -0.08818 4.36730 -0.31786  0.002
H 0.20488 6.27787 1.18726  0.000
H 0.92233 5.91906 3.53378  0.000
H 1.33964 3.61638 4.34930  0.000
H 0.99847 1.69868 2.84613  0.004
O -1.04723 -0.99149 -1.57107  0.009
C -2.01188 -1.40197 -0.90560  0.006
O -2.76990 -0.72503 -0.14239  0.073
C -2.33429 -2.86697 -0.95899  0.003
C -2.65239 -3.51086 -2.15071  0.001
C -2.95555 -4.85693 -2.15205  0.000
C -2.89927 -5.57764 -0.96188  0.001
C -2.57195 -4.94266 0.23493  0.000
C -2.31574 -3.58794 0.23341  0.001
N -3.20079 -6.98188 -0.96587  0.000
O -3.54775 -7.50552 -2.01191  0.000
O -3.09790 -7.60602 0.07661  0.000
H -2.67570 -2.94693 -3.07335  0.000
H -3.22981 -5.37024 -3.06194  0.000
H -2.52415 -5.52560 1.14265  0.000
H -2.09088 -3.07658 1.15910  0.001

Its HOMO energy (alpha / beta) is -1.014 / -1.654 eV. As for the maximum force: 4.81 eV/A. The expectation value of S² is 8.839. The HOMO-LUMO gap (alpha / beta) comes out at 0.1496 / 0.1731 Ha. Its relative energy (zero: lowest compared OMol25 entry of this formula, charge and spin) is 49.3 kcal per mole. Its spin multiplicity is 6. The calculation puts the electronic energy at -448209.49492 eV. As for the net charge: -2.

***

DFT (ωB97M-V/def2-TZVPD) results for C2H3AgNaO as an isolated structure at a distorted geometry.

Each line ends with the Löwdin spin population.
Element x y z (Å)
O 0.16743 1.36433 -1.62467  0.163
C -0.24400 0.11947 -1.58838  0.235
Na 2.05238 -1.11583 1.64688  0.195
Ag 0.69359 2.02153 1.66201  0.553
H 0.63900 -0.57635 -1.69423  0.056
C -0.70396 -0.37184 0.51054  -0.169
H -1.73776 0.02489 0.59966  -0.017
H -0.86668 -1.46619 0.48819  -0.015

Its HOMO energy (alpha / beta) is -5.960 / -6.999 eV. As for the maximum force: 7.53 eV/A. The expectation value of S² is 1.057. The HOMO-LUMO gap (alpha / beta) comes out at 0.1701 / 0.2012 Ha. Its spin multiplicity is 2. The calculation puts the electronic energy at -12577.97372 eV.

***

DFT (ωB97M-V/def2-TZVPD) results for a 2-piece molecular cluster, C3H10NO overall at a distorted geometry.

Each line ends with the Löwdin charge.
Element x y z (Å)
C -2.04361 -0.09089 -1.10908  -0.153
O -0.68319 -0.20842 -1.40752  -0.126
H -2.45404 -0.93789 -0.57449  0.085
H -2.75257 -0.04706 -1.93810  0.093
H -2.23103 0.80175 -0.50057  0.081
H -0.34453 0.39390 -2.06387  0.100
C 0.52907 1.11628 1.32220  0.017
C 1.87421 -0.77959 0.66699  0.186
N 0.72302 -0.21128 0.75138  -0.024
H 0.18999 1.05080 2.35674  0.121
H 1.46732 1.65871 1.20738  0.107
H -0.12366 1.57580 0.55960  0.105
H 2.72962 -0.10902 0.74705  0.128
H 1.95683 -1.75254 0.20519  0.130
H 0.04570 -0.91713 0.47830  0.150

Its HOMO energy is -14.708 eV. As for the maximum force: 3.91 eV/A. The HOMO-LUMO gap comes out at 0.3552 Ha. Its relative energy (zero: lowest compared OMol25 entry of this formula, charge and spin) is 44.2 kcal per mole. The calculation puts the electronic energy at -6802.39563 eV. As for the net charge: +1.

***

DFT (ωB97M-V/def2-TZVPD) results for one molecule with the formula C6H6 at a distorted geometry.

Each line ends with the Löwdin charge.
Element x y z (Å)
C -0.95899 1.24920 -1.78055  0.134
C -0.69057 0.71752 -0.73378  -0.103
C -0.34154 0.01484 0.52174  -0.397
C 0.94714 0.54441 1.15427  -0.061
C -0.19064 -1.38296 0.15506  -0.108
C -0.04383 -2.48486 -0.33829  0.052
H -1.20406 1.71583 -2.71135  0.032
H -1.18321 0.09957 1.21491  0.146
H 1.77649 0.45950 0.44583  0.092
H 0.81829 1.58830 1.44097  0.082
H 1.18413 -0.05607 2.03667  0.085
H -0.11321 -2.46529 -1.40546  0.047

Its HOMO energy is -10.158 eV. As for the maximum force: 1.60 eV/A. The HOMO-LUMO gap comes out at 0.4042 Ha. Its relative energy (zero: lowest compared OMol25 entry of this formula, charge and spin) is 115.1 kcal per mole. The calculation puts the electronic energy at -6314.20850 eV. Its structure (SMILES) is C#CC(C)C#C.

***

DFT (ωB97M-V/def2-TZVPD) results for a 2-piece molecular cluster, H2NO4PS overall at a distorted geometry.

Each line ends with the Löwdin charge.
Element x y z (Å)
N -0.40268 0.96573 0.01251  -0.120
O 2.90583 -0.26294 0.07193  -0.506
O 1.09730 -2.12167 0.25352  -0.478
O 2.86025 -1.88280 2.06537  -0.476
O -0.16253 -0.35900 2.94042  -0.701
P 2.11266 -1.24606 0.93544  -0.121
S 0.77591 0.28200 2.02854  0.700
H 0.12609 0.35284 -0.48024  -0.158
H -1.00905 0.37165 0.50348  -0.140

Its HOMO energy (alpha / beta) is -0.121 / -0.120 eV. As for the maximum force: 4.47 eV/A. The HOMO-LUMO gap (alpha / beta) comes out at 0.2379 / 0.2379 Ha. Its relative energy (zero: lowest compared OMol25 entry of this formula, charge and spin) is 38.9 kcal per mole. The calculation puts the electronic energy at -29836.39267 eV. As for the net charge: -2.

***

DFT (ωB97M-V/def2-TZVPD) results for one molecule with the formula C6H9N.

Each line ends with the Löwdin charge.
Element x y z (Å)
C 3.27893 0.54365 0.24178  -0.111
C 1.95442 -0.03541 0.02367  -0.083
C 0.87371 -0.52686 -0.18078  -0.025
C -0.45031 -1.06398 -0.51092  -0.224
N -1.47907 -0.68019 0.45471  -0.122
C -2.70538 -0.15514 -0.12004  -0.154
C -1.74954 0.73863 0.57565  -0.153
H 3.82678 0.60752 -0.70361  0.077
H 3.86802 -0.06583 0.93273  0.076
H 3.20451 1.55176 0.65983  0.076
H -0.70218 -0.72696 -1.53155  0.116
H -0.41659 -2.15873 -0.53822  0.119
H -3.63295 -0.46867 0.35112  0.098
H -2.75393 -0.06757 -1.20674  0.100
H -1.16479 1.42585 -0.03516  0.106
H -1.95163 1.08193 1.58752  0.101

Its HOMO energy is -9.077 eV. As for the maximum force: 0.51 eV/A. The HOMO-LUMO gap comes out at 0.3725 Ha. Its relative energy (zero: lowest compared OMol25 entry of this formula, charge and spin) is 73.8 kcal per mole. The calculation puts the electronic energy at -7854.95940 eV. Its structure (SMILES) is CC#CCN1CC1.

***

DFT (ωB97M-V/def2-TZVPD) results for one molecule with the formula C17H18N2O5S at a distorted geometry.

Each line ends with the Löwdin charge.
Element x y z (Å)
C -3.91692 -0.80204 1.69983  -0.076
C -3.34512 0.45124 2.35033  -0.250
N -1.94830 0.62189 1.95956  -0.255
C -1.49759 1.93735 1.56034  -0.107
C -0.53578 1.85358 0.36965  -0.468
O 0.32272 2.68306 0.17302  0.076
N -0.80933 0.78266 -0.41592  0.138
C -0.08298 0.26234 -1.48883  -0.227
C -0.49197 -0.96082 -2.01108  -0.038
C 0.18150 -1.56692 -3.06657  0.008
C 1.27388 -0.90702 -3.57317  -0.210
C 1.68410 0.32170 -3.05168  -0.193
C 1.02631 0.93458 -2.01528  0.080
O 2.79133 0.75255 -3.72832  0.041
C 3.05818 -0.23062 -4.70583  -0.158
O 2.11458 -1.27438 -4.59160  0.031
S -0.87934 -0.06463 3.09770  0.696
O -0.62472 0.87827 4.14882  -0.273
O -1.41694 -1.34432 3.44987  -0.276
C 0.59291 -0.28997 2.10967  -0.279
C 1.61713 0.63436 2.16853  -0.056
C 2.72472 0.46302 1.35405  -0.050
C 2.79467 -0.62806 0.50301  -0.063
C 1.76967 -1.56125 0.46888  -0.066
C 0.65901 -1.39124 1.27736  -0.063
H -3.87165 -0.72480 0.61523  0.070
H -3.34586 -1.66682 2.02426  0.062
H -4.95382 -0.93171 1.99784  0.076
H -3.41201 0.36382 3.43954  0.117
H -3.91380 1.33174 2.04166  0.120
H -0.99138 2.45310 2.38497  0.127
H -2.34834 2.55268 1.25334  0.139
H -1.54345 0.18483 -0.04896  0.125
H -1.35145 -1.45589 -1.58520  0.112
H -0.13688 -2.51318 -3.46952  0.119
H 1.34623 1.87958 -1.61530  0.118
H 4.07276 -0.63304 -4.55697  0.139
H 2.99137 0.21886 -5.70996  0.140
H 1.53632 1.46868 2.84649  0.121
H 3.52663 1.18386 1.38063  0.113
H 3.65564 -0.75485 -0.13562  0.110
H 1.83280 -2.41352 -0.18998  0.112
H -0.15486 -2.09864 1.28524  0.119

Its HOMO energy is -7.914 eV. As for the maximum force: 1.23 eV/A. The HOMO-LUMO gap comes out at 0.3084 Ha. Its relative energy (zero: lowest compared OMol25 entry of this formula, charge and spin) is 43.4 kcal per mole. The calculation puts the electronic energy at -41973.43047 eV. Its structure (SMILES) is CCN(CC(=O)Nc1ccc2c(c1)OCO2)S(=O)(=O)c1ccccc1.

***

DFT (ωB97M-V/def2-TZVPD) results for one molecule with the formula C16H16FNOS.

Each line ends with the Löwdin charge.
Element x y z (Å)
O 0.40310 3.60412 -1.31724  0.072
C 0.65242 2.41693 -1.27970  -0.466
N -0.30845 1.46184 -1.32232  0.041
C -1.70776 1.77555 -1.17772  -0.246
C -2.34129 0.94885 -0.06856  -0.441
S -1.39773 1.14748 1.48709  0.875
C -2.18387 -0.19554 2.46045  -0.425
C -1.93418 -1.52954 1.83871  -0.329
C -0.63990 -2.03482 1.77252  -0.063
C -0.39224 -3.25135 1.16530  -0.082
C -1.43567 -3.97814 0.61419  -0.093
C -2.72591 -3.48133 0.67269  -0.084
C -2.97372 -2.26079 1.27763  -0.059
C 2.04997 1.89093 -1.22386  -0.137
C 3.04608 2.59694 -1.89193  -0.005
C 4.36048 2.17391 -1.84713  0.004
C 4.66567 1.04470 -1.10794  -0.273
F 5.94521 0.62237 -1.05441  0.060
C 3.69982 0.33852 -0.41294  -0.001
C 2.38623 0.76652 -0.47590  -0.023
H -0.04686 0.48942 -1.29205  0.132
H -1.76168 2.84357 -0.94989  0.118
H -2.24406 1.58614 -2.11655  0.125
H -3.36868 1.26864 0.10752  0.083
H -2.32591 -0.11395 -0.32015  0.073
H -3.24795 0.02704 2.54032  0.078
H -1.72030 -0.11771 3.44350  0.079
H 0.17014 -1.46060 2.19924  0.109
H 0.61596 -3.63618 1.12252  0.102
H -1.24275 -4.92915 0.14085  0.101
H -3.54303 -4.04254 0.24399  0.103
H -3.98308 -1.87569 1.32076  0.113
H 2.77098 3.48303 -2.44295  0.122
H 5.14337 2.70505 -2.36479  0.119
H 3.98381 -0.52489 0.16797  0.118
H 1.63179 0.24067 0.09079  0.100

Its HOMO energy is -8.722 eV. As for the maximum force: 0.65 eV/A. The HOMO-LUMO gap comes out at 0.3446 Ha. Its relative energy (zero: lowest compared OMol25 entry of this formula, charge and spin) is 3.4 kcal per mole. The calculation puts the electronic energy at -33942.75136 eV. Its structure (SMILES) is O=C(NCCSCc1ccccc1)c1ccc(F)cc1.

***

DFT (ωB97M-V/def2-TZVPD) results for one molecule with the formula C4H8O3.

Each line ends with the Löwdin charge.
Element x y z (Å)
C 2.45948 0.00766 1.45058  -0.049
O 1.17921 -0.52063 1.10204  -0.039
C 0.44362 0.25034 0.28396  -0.500
O 0.83609 1.29378 -0.18577  0.106
C -0.92016 -0.34295 0.04582  -0.078
C -1.52002 0.12627 -1.26847  -0.268
O -2.71790 -0.60445 -1.44824  -0.065
H 2.34598 0.82394 2.16909  0.098
H 3.01108 -0.81572 1.90397  0.092
H 2.97748 0.38371 0.56663  0.092
H -0.86755 -1.43471 0.06774  0.132
H -1.57135 -0.04033 0.87439  0.139
H -1.70405 1.20831 -1.22737  0.125
H -0.80561 -0.05538 -2.08646  0.127
H -3.14631 -0.27984 -2.24789  0.088

Its HOMO energy is -10.470 eV. As for the maximum force: 0.47 eV/A. The HOMO-LUMO gap comes out at 0.4164 Ha. Its relative energy (zero: lowest compared OMol25 entry of this formula, charge and spin) is 20.6 kcal per mole. The calculation puts the electronic energy at -10420.10859 eV. Its structure (SMILES) is COC(=O)CCO.

***

Question: electronic energy of number 10 (C17H18N2O5S)?
Answer: -41973.43047 eV

***

Question: Number 5 is which compound?
Answer: C2H3AgNaO

***

Question: Which formula does entry 6 have?
Answer: C3H10NO

***

Question: Which formula does entry 6 have?
Answer: C3H10NO